Entry 1:
46
Properties=species:S:1:pos:R:3:forces:R:3:lowdin_charge:R:1 method="wB97M-V/def2-TZVPD" e_homo_ev=-7.92 orbital_gap_ev=8.269 smiles="N[C@@H](Cc1c[nH]c2ccccc12)C(=O)O.N[C@@H](CCC(=O)O)C(=O)O" e_tot_ha=-1237.841667 de_lowest_ev=4.304
C -0.888441 0.158911 4.827614 0.42 1.45 0.23 -0.178
C 0.602259 -0.052833 5.118175 0.45 0.03 0.05 -0.449
C -1.162956 1.390400 3.826176 7.89 -12.10 -5.34 -0.006
C -0.206831 1.505498 2.667516 -0.43 0.71 -0.08 -0.111
C -0.757054 1.585632 1.421542 4.22 -1.18 1.43 -0.025
C 1.242418 1.603869 2.526897 -0.87 0.02 0.01 -0.109
C 1.505368 1.569262 1.121590 -1.02 0.42 -0.42 -0.127
C 2.241405 1.859414 3.499431 1.16 -0.42 -3.81 -0.013
C 2.810581 1.739905 0.571737 -0.98 -1.48 -0.15 -0.024
C 3.512898 1.935897 2.938575 1.01 0.84 0.99 -0.098
C 3.769360 1.821663 1.559555 1.62 0.23 -0.25 -0.137
C -1.608622 -0.696184 -4.535988 -0.78 0.12 -0.12 -0.291
C -2.671630 -0.303373 -3.470518 1.38 -0.46 1.51 -0.446
C -0.289004 -1.061076 -3.866593 1.92 2.27 -0.10 -0.146
C 0.672501 -1.898012 -4.759797 -0.77 -0.30 0.79 -0.098
C 0.045421 -3.277107 -5.103367 1.08 0.96 1.19 -0.502
H -1.664682 0.982749 6.409609 0.34 8.62 3.71 -0.012
H -1.357124 -0.368125 6.623460 3.81 -6.59 6.47 -0.018
H -1.129470 -0.672513 4.257654 -0.70 -1.75 -0.89 0.115
H -1.973618 1.127041 3.386041 -5.65 -1.56 -2.53 0.064
H -1.312152 2.051415 4.346818 -2.21 13.15 9.41 -0.007
H -1.695428 1.825720 1.170347 -3.47 0.23 -0.95 0.096
H 0.085784 1.834434 -0.268429 -2.06 6.27 -13.67 -0.005
H 2.081488 2.012410 4.509389 -0.45 0.17 1.68 0.078
H 3.063253 1.581354 -0.528658 -0.47 0.50 1.71 0.127
H 4.425405 2.238149 3.544064 -1.38 -0.71 -0.49 0.120
H 4.852844 1.824004 1.307311 -0.96 0.18 -0.12 0.106
H 1.992525 -1.252731 4.449354 -0.87 0.64 -0.27 0.147
H -2.457959 0.175775 -6.084243 -0.21 0.40 -0.53 0.076
H -1.494149 1.137349 -5.297868 0.33 4.54 1.65 0.013
H -2.002741 -1.626258 -4.955601 -0.04 -0.03 -0.03 0.146
H 0.303028 -0.063532 -3.577100 -1.28 -1.94 -0.60 0.161
H -0.517478 -1.541953 -2.933386 0.03 -0.40 0.28 0.100
H 0.864835 -1.357495 -5.654842 0.11 0.55 -0.98 0.092
H 1.666126 -2.015038 -4.275804 -0.69 -0.24 -0.10 0.132
H 1.361285 -3.385278 -6.555847 -1.71 -1.13 1.01 0.151
H -4.156461 0.829845 -3.259393 -0.77 0.16 1.01 0.112
N -1.727948 0.181225 6.057663 -3.45 -1.51 -10.89 0.162
N 0.219978 1.472040 0.462541 4.11 -5.42 13.74 0.135
N -1.560271 0.280109 -5.648933 0.22 -5.38 -0.89 0.090
O 1.267470 0.465209 5.998805 -0.85 -1.02 -1.08 0.087
O 1.077050 -0.969245 4.195962 0.77 0.26 1.50 0.081
O -2.661106 -0.706125 -2.316352 -0.46 0.61 -1.66 0.094
O -0.816961 -3.724778 -4.397025 0.21 -0.48 -1.11 0.119
O 0.623968 -3.948397 -6.139241 0.90 1.14 -0.44 0.082
O -3.535880 0.613069 -3.938029 0.53 -0.37 -0.89 0.113


Entry 2:
80
Properties=species:S:1:pos:R:3:forces:R:3:lowdin_charge:R:1 method="wB97M-V/def2-TZVPD" e_homo_ev="-7.99 / -9.21" s2=2.0084 orbital_gap_ev="8.385 / 9.602" e_tot_ha=-1528.465174 spin_multiplicity=3
C 1.159455 1.542962 3.323918 0.03 -0.02 0.08 -0.050
C 0.966750 3.051027 3.377943 0.35 0.38 -0.17 -0.216
O -0.083418 3.388408 4.302107 -0.34 -0.39 -0.15 0.083
B -1.349063 3.585843 3.853617 0.04 0.26 -0.17 -0.565
O -1.588523 4.369683 2.730754 0.28 -0.78 -0.37 0.160
C -2.552449 2.911765 4.667527 -0.22 -0.05 0.65 -0.135
C -3.991442 3.403449 4.374628 -0.12 0.26 0.10 -0.111
C -4.737461 2.180387 3.825894 0.13 0.13 -0.28 -0.059
C -3.635491 1.175850 3.591679 0.24 -0.22 -0.05 -0.486
O -3.630026 0.231700 2.854157 -0.30 -0.24 0.02 0.113
O -2.549878 1.489347 4.320128 0.29 0.35 -0.17 0.054
H 2.134674 1.315431 2.876881 -0.18 -0.05 0.03 0.064
H 1.127536 1.119916 4.338232 0.05 0.13 -0.30 0.091
H 0.384223 1.053210 2.719162 0.12 0.12 0.19 0.079
H 1.882675 3.556199 3.716368 -0.30 -0.18 0.06 0.124
H 0.732887 3.455172 2.383100 0.00 -0.06 0.21 0.115
H -2.127167 3.945821 2.045525 -0.09 0.40 0.37 0.117
H -2.339135 2.955187 5.746945 -0.04 -0.03 -0.31 0.150
H -4.433464 3.798197 5.294540 -0.05 -0.06 -0.26 0.118
H -3.995041 4.206688 3.627737 0.06 -0.12 0.26 0.111
H -5.475874 1.745937 4.508643 0.17 0.10 -0.10 0.132
H -5.219786 2.361329 2.860315 -0.08 -0.01 0.28 0.128
C -4.094209 -2.837796 -2.798091 -0.02 0.04 -0.02 -0.028
C -2.587218 -2.559270 -2.933919 -0.32 0.05 -0.16 -0.488
C -1.758419 -3.636716 -2.225755 0.11 -0.08 0.06 -0.132
C -1.832819 -3.561641 -0.702664 -0.05 0.04 -0.01 -0.167
C -1.477917 -2.164085 -0.202074 0.10 -0.11 0.01 -0.121
C -2.311474 -1.060833 -0.860222 -0.18 0.30 -0.02 -0.475
N -2.221449 -1.227067 -2.353163 0.95 -0.28 0.13 -0.097
O -1.141203 -0.738658 -2.866803 -0.58 0.08 0.27 -0.037
C -3.753926 -1.086208 -0.344756 0.01 -0.05 -0.05 -0.026
C -1.739525 0.308635 -0.501963 0.01 0.00 0.05 -0.030
C -2.239811 -2.525217 -4.417358 0.03 -0.08 -0.07 -0.046
H -4.428649 -3.428272 -3.650701 0.03 -0.03 0.00 0.082
H -4.345114 -3.398630 -1.899919 0.01 0.02 -0.01 0.068
H -4.666293 -1.910790 -2.793375 0.00 -0.01 -0.05 0.086
H -0.714405 -3.529876 -2.537831 -0.02 0.06 -0.01 0.121
H -2.099051 -4.613071 -2.580605 0.02 -0.02 0.00 0.125
H -2.827015 -3.849501 -0.350968 -0.02 0.02 -0.01 0.103
H -1.139450 -4.286748 -0.272378 -0.01 -0.02 0.01 0.113
H -1.617562 -2.093543 0.879317 0.01 -0.01 0.01 0.130
H -0.419261 -1.969472 -0.402508 -0.02 0.03 -0.06 0.108
H -4.374637 -0.377552 -0.895659 0.01 0.02 0.01 0.094
H -3.723949 -0.781916 0.699825 -0.09 0.03 0.02 0.062
H -4.233039 -2.061187 -0.384088 0.08 0.03 -0.02 0.063
H -0.684931 0.388082 -0.746957 0.04 -0.02 -0.06 0.058
H -1.866539 0.455018 0.572657 0.00 0.01 -0.01 0.076
H -2.273924 1.099496 -1.031201 -0.01 -0.01 0.00 0.094
H -2.785500 -1.728573 -4.924867 -0.01 0.00 0.01 0.093
H -2.526568 -3.480337 -4.859687 -0.02 0.00 -0.01 0.086
H -1.177100 -2.369158 -4.580292 -0.02 0.02 0.02 0.076
C 4.321105 -1.672116 -2.195495 0.06 0.04 0.06 -0.026
C 3.417242 -1.188119 -1.046640 0.22 -0.23 -0.13 -0.478
C 2.164909 -0.491839 -1.583765 -0.18 0.05 -0.07 -0.140
C 2.432022 0.884154 -2.185623 0.08 -0.01 0.03 -0.162
C 3.186192 1.776164 -1.200832 -0.16 0.02 -0.03 -0.127
C 4.471714 1.137280 -0.664724 0.28 -0.01 -0.03 -0.491
N 4.130754 -0.227942 -0.140011 -0.68 0.30 0.21 -0.102
O 3.651415 -0.205522 1.053966 0.33 -0.08 -0.22 -0.035
C 5.549643 1.085358 -1.752207 0.00 -0.10 0.03 -0.032
C 5.027759 1.954732 0.494756 -0.03 0.10 0.02 -0.040
C 3.020059 -2.405163 -0.218999 -0.09 -0.02 0.04 -0.042
H 4.054320 -2.696426 -2.453307 -0.05 0.00 -0.01 0.083
H 4.216273 -1.077875 -3.101077 0.01 0.03 0.01 0.069
H 5.369976 -1.669705 -1.901261 0.00 -0.04 0.02 0.086
H 1.452584 -0.381410 -0.761234 0.04 -0.01 0.07 0.104
H 1.690853 -1.144219 -2.321683 -0.04 0.01 0.00 0.124
H 2.986127 0.795138 -3.124005 0.03 -0.01 0.01 0.104
H 1.478363 1.348434 -2.442730 -0.01 -0.01 -0.03 0.113
H 3.447146 2.729951 -1.666325 -0.02 0.02 0.00 0.124
H 2.532922 2.002932 -0.351670 0.03 -0.05 0.03 0.120
H 6.411779 0.511089 -1.410909 0.01 0.01 0.00 0.092
H 5.880643 2.103340 -1.959087 0.00 0.01 0.03 0.088
H 5.205666 0.662336 -2.690567 -0.02 0.00 0.00 0.059
H 4.285500 2.109278 1.273211 0.00 -0.03 0.00 0.068
H 5.342150 2.927215 0.113046 0.01 0.01 0.00 0.088
H 5.891743 1.460060 0.939668 0.00 -0.01 -0.01 0.093
H 3.898791 -2.886009 0.213274 0.01 0.00 -0.01 0.093
H 2.521263 -3.117502 -0.878260 0.01 -0.01 -0.01 0.085
H 2.342035 -2.142265 0.588674 0.03 0.02 0.01 0.075


Entry 3:
75
Properties=species:S:1:pos:R:3:forces:R:3:lowdin_charge:R:1 method="wB97M-V/def2-TZVPD" e_homo_ev="-3.70 / -3.70" s2=0.8160 orbital_gap_ev="6.306 / 6.304" total_charge=-1 e_tot_ha=-4945.773976 de_lowest_ev=0.664 spin_multiplicity=2
Fe -0.242327 0.035653 -0.002542 -2.14 2.64 -0.20 0.302
C 1.421060 -5.959851 3.629345 0.09 0.06 0.12 -0.048
C 2.343186 -4.802259 4.036006 -0.11 0.08 0.00 -0.556
C 3.775904 -5.324163 4.142759 -0.11 0.08 -0.05 -0.072
C 1.917571 -4.279868 5.419199 0.08 -0.11 -0.05 -0.055
C 2.194671 -3.658800 3.029649 -0.04 -0.09 0.19 -0.184
C 0.977894 -2.983051 2.947079 0.13 0.37 -0.23 -0.079
C 0.827845 -1.917037 2.082066 0.47 -0.11 0.76 -0.391
Se -0.818511 -0.930980 2.046587 1.04 0.23 -0.77 1.172
C -1.365037 -2.106078 0.528375 -0.80 -0.34 0.80 -0.302
C -1.909942 -3.136871 1.236969 -0.88 -1.62 -1.18 -0.152
C -2.413040 -4.260706 0.558027 0.01 0.02 0.09 -0.177
C -2.362620 -4.237403 -0.831294 0.10 0.10 0.19 0.003
C -1.810431 -3.199544 -1.596148 -0.16 -0.19 0.22 -0.092
C -1.239323 -2.100767 -0.915001 0.08 0.11 1.22 -0.338
O -0.611632 -1.113069 -1.440866 0.23 -0.27 -0.81 -0.166
C -1.864163 -3.346301 -3.125430 0.12 0.12 0.01 -0.540
C -3.327984 -3.496648 -3.569101 0.08 -0.04 0.03 -0.057
C -1.287068 -2.139123 -3.874394 -0.03 -0.07 0.04 -0.065
C -1.052115 -4.582597 -3.541868 -0.08 0.05 0.00 -0.054
C -2.973866 -5.421305 1.380858 0.00 0.11 -0.01 -0.557
C -4.136274 -4.903660 2.242073 -0.02 -0.09 -0.05 -0.053
C -1.863508 -5.953700 2.298048 -0.14 -0.10 -0.12 -0.058
C -3.479433 -6.561822 0.498245 0.04 0.08 0.07 -0.072
C 1.852792 -1.484069 1.195191 -0.43 0.18 -0.02 -0.349
O 1.585016 -0.510943 0.364708 0.45 -0.19 -0.03 -0.204
C 3.099112 -2.150248 1.300778 0.15 -0.09 0.01 -0.086
C 3.221612 -3.201963 2.214489 -0.17 0.02 -0.07 0.000
C 4.371377 -1.768913 0.521648 -0.01 0.11 -0.04 -0.537
C 5.419014 -1.265110 1.529435 -0.04 -0.03 -0.02 -0.056
C 4.935522 -2.990268 -0.220485 -0.04 0.00 0.05 -0.058
C 4.152269 -0.664067 -0.517240 0.04 -0.03 0.02 -0.067
H 1.484265 -6.775654 4.355921 -0.01 -0.02 0.00 0.082
H 1.700281 -6.345302 2.647169 -0.01 0.00 -0.02 0.092
H 0.386037 -5.623809 3.577495 0.11 -0.07 0.02 0.044
H 3.820435 -6.113341 4.896896 0.01 -0.01 0.00 0.078
H 4.458302 -4.526486 4.442761 0.06 -0.02 -0.03 0.084
H 4.116863 -5.743451 3.194362 0.04 0.01 0.00 0.082
H 2.019155 -5.057703 6.181608 0.01 -0.01 0.00 0.078
H 0.879730 -3.951171 5.405826 -0.02 0.00 0.07 0.070
H 2.534664 -3.424784 5.700862 0.01 -0.01 0.05 0.089
H 0.119605 -3.265588 3.545761 0.08 -0.07 0.12 0.092
H -1.935631 -3.080785 2.317470 -0.17 -0.26 -0.15 0.055
H -2.764632 -5.083169 -1.375229 -0.02 -0.02 0.01 0.087
H -3.894238 -2.615509 -3.262674 -0.04 -0.01 -0.01 0.088
H -3.802893 -4.374914 -3.129505 -0.02 -0.01 -0.01 0.069
H -3.384941 -3.583785 -4.657719 0.00 -0.02 -0.01 0.076
H -1.820141 -1.229625 -3.603498 0.08 0.07 -0.02 0.086
H -1.381861 -2.295646 -4.954180 -0.05 -0.08 0.02 0.077
H -0.237382 -1.999086 -3.629664 0.00 0.10 -0.02 0.082
H -1.452002 -5.498890 -3.104283 0.00 -0.01 -0.01 0.070
H -0.018904 -4.471901 -3.208825 0.02 -0.02 -0.02 0.089
H -1.056808 -4.688622 -4.630568 0.00 -0.03 -0.01 0.076
H -3.797392 -4.118639 2.918107 -0.03 0.01 0.02 0.074
H -4.574619 -5.705182 2.844278 0.03 -0.03 0.00 0.077
H -4.916709 -4.483014 1.605177 -0.02 0.01 0.01 0.087
H -1.508389 -5.172986 2.969795 -0.04 0.02 -0.01 0.057
H -1.013453 -6.293364 1.703430 0.01 0.02 0.02 0.091
H -2.216910 -6.791680 2.906841 -0.03 0.00 0.02 0.085
H -4.282716 -6.217098 -0.155743 0.00 -0.05 -0.05 0.082
H -3.869892 -7.375232 1.114074 0.00 0.01 0.04 0.078
H -2.670522 -6.961496 -0.116083 -0.03 -0.02 -0.05 0.084
H 4.181435 -3.698786 2.277667 0.01 0.02 0.02 0.087
H 5.671476 -2.035806 2.259851 0.02 0.01 0.02 0.071
H 5.028061 -0.402680 2.072324 0.02 0.02 0.00 0.088
H 6.337529 -0.966746 1.015753 0.00 0.00 -0.02 0.077
H 5.189947 -3.804782 0.458921 0.00 -0.02 0.00 0.067
H 5.843927 -2.711538 -0.761652 0.00 0.02 -0.01 0.077
H 4.206674 -3.366515 -0.940330 0.00 0.00 -0.01 0.089
H 3.786415 0.244016 -0.045580 -0.03 0.03 -0.08 0.079
H 3.420783 -0.972248 -1.261735 -0.03 0.08 -0.01 0.087
H 5.098058 -0.441297 -1.022775 0.05 -0.08 0.04 0.077
C -1.867942 0.942696 -0.214379 2.69 -0.60 -0.75 -0.113
H -1.800660 2.038330 -0.191144 -0.35 0.07 0.34 -0.062
H -2.798635 0.572433 -0.648489 -0.25 0.03 0.31 -0.038


Entry 4:
45
Properties=species:S:1:pos:R:3:forces:R:3:lowdin_charge:R:1 method="wB97M-V/def2-TZVPD" e_homo_ev=-6.96 orbital_gap_ev=7.472 e_tot_ha=-1319.726862 de_lowest_ev=1.406
H 0.251347 3.176426 0.656693 -0.02 -0.05 0.06 0.084
N -0.164374 1.623592 -0.706366 -0.29 1.34 -0.70 -0.077
B -0.550313 0.234383 -2.875686 -0.45 0.33 1.13 -0.477
N -0.195649 1.559885 -2.085324 0.59 0.61 0.90 -0.027
C 0.199797 2.754499 -2.579807 -0.05 0.04 0.75 -0.086
Cd 0.014232 -0.043593 0.901092 -0.86 1.20 -1.90 1.207
H 0.305845 2.893519 -3.635776 -0.07 0.04 -0.28 0.109
C 0.446785 3.639607 -1.527576 -0.16 -0.45 -0.08 -0.069
H 0.793895 4.662524 -1.540573 -0.12 -0.14 -0.26 0.088
C 0.182043 2.884998 -0.377751 -0.05 -1.01 -1.08 -0.182
H -0.438001 0.393228 -4.065883 0.17 -0.12 0.22 0.112
C -1.349593 -1.758310 1.827860 -2.54 -0.67 1.99 -0.211
H -1.352551 -1.703459 2.921761 -0.43 -2.07 0.96 0.012
H -0.665771 -2.644770 1.579928 -0.01 2.53 -0.11 0.084
H -2.348383 -2.024801 1.474342 0.06 -0.21 0.25 0.011
N -2.003693 -0.155516 -2.493884 -0.08 -0.19 1.96 -0.042
N 0.395680 -0.859397 -2.284862 1.35 -0.49 0.80 -0.015
N -2.272619 -0.319707 -1.139590 -1.07 -0.22 -0.85 0.028
N 0.555692 -1.050508 -0.928486 0.49 -1.72 -1.65 -0.095
C -3.116347 -0.384712 -3.195676 -0.27 -0.05 0.03 -0.116
C 1.272240 -1.664187 -2.936728 -0.29 0.12 0.53 -0.072
H -3.086111 -0.302954 -4.244631 -0.03 0.07 -1.05 0.102
H 1.366775 -1.579232 -4.009510 -0.08 -0.17 0.09 0.118
C -4.167907 -0.702400 -2.362859 0.99 0.20 0.94 -0.072
C 1.955981 -2.452857 -2.010304 0.36 -0.30 -0.45 -0.068
C -3.576533 -0.641668 -1.078202 1.07 0.28 -0.92 -0.171
C 1.453902 -2.038926 -0.776380 -0.31 0.73 -0.84 -0.180
H -5.185819 -0.939325 -2.568433 -0.31 -0.05 -0.35 0.078
H 2.742006 -3.211564 -2.183986 -0.78 0.71 0.02 0.103
H -4.046532 -0.816466 -0.134436 -0.10 -0.05 0.40 0.081
H 1.722162 -2.377434 0.207493 0.02 -0.03 0.15 0.074
H -1.511012 -0.658098 2.201428 1.24 -0.83 -2.54 0.033
C 2.592209 1.364477 1.910942 0.99 0.21 0.94 -0.285
Si 1.377109 0.287014 2.773969 -1.76 0.15 -1.94 0.244
C 2.005270 -1.423547 3.044973 0.63 0.17 0.83 -0.263
C 0.473810 1.076733 4.172311 0.64 0.07 0.74 -0.259
H 3.012892 0.875882 1.021749 -0.03 0.12 0.35 0.030
H 3.335566 1.441577 2.715435 0.75 0.76 -0.59 0.019
H 2.172083 2.337552 1.623750 0.28 -0.28 0.27 0.009
H 2.650880 -1.234768 3.915765 0.26 -1.07 -0.01 0.026
H 1.189713 -2.122858 3.272340 0.42 0.15 0.11 0.017
H 2.581327 -1.768119 2.172092 -0.08 0.11 0.49 0.019
H 1.276787 1.180348 4.924317 -0.75 0.38 0.43 0.027
H 0.048171 2.048593 3.879541 0.35 -0.28 0.18 0.029
H -0.343001 0.444326 4.544921 0.33 0.13 0.08 0.021


Max |F| readings, ordered: 16.32; 1.00; 3.41; 3.30 eV Å⁻¹